Density functional theory data (ωB97M-V/def2-TZVPD) for C54H56AsBN10O4Tl as an isolated structure in a non-equilibrium geometry.

The geometry in XYZ format:
```
127
Properties=species:S:1:pos:R:3:forces:R:3:lowdin_charge:R:1
Tl 0.49654 -0.07910 0.02484 -0.04 -0.17 -0.01 0.788
O 0.43366 6.90674 2.00514 -0.08 0.25 -0.25 -0.031
C -0.52832 6.26419 1.55882 0.28 -0.61 0.75 -0.678
O -1.74362 6.30709 1.86063 -0.08 0.29 -0.26 -0.066
C -0.16299 5.08401 0.63294 -0.04 0.13 -0.24 -0.087
C -1.12245 4.50634 -0.18395 -0.05 -0.03 0.07 0.024
C -0.81207 3.34728 -0.87886 -0.01 -0.02 -0.01 -0.225
N 0.39132 2.78115 -0.82510 0.00 0.05 0.00 0.105
C 1.34220 3.36862 -0.09791 0.01 0.01 0.02 -0.211
C 1.10235 4.51906 0.64629 -0.01 0.02 0.03 0.058
C 2.68211 2.70389 -0.14371 -0.04 0.01 -0.02 -0.216
C 3.81304 3.26459 0.44581 0.01 0.01 -0.03 -0.005
C 5.02785 2.61629 0.30846 0.00 -0.01 0.01 -0.069
C 5.08891 1.42920 -0.40476 -0.01 0.01 0.00 -0.065
C 3.90995 0.92819 -0.93382 0.02 -0.01 0.00 -0.137
N 2.74129 1.54645 -0.80749 -0.01 -0.05 0.09 0.077
C -1.83682 2.63662 -1.69670 -0.03 0.00 0.03 -0.221
C -2.85480 3.33798 -2.33931 0.01 0.00 -0.03 -0.007
C -3.76501 2.63924 -3.11273 -0.01 -0.01 0.01 -0.064
C -3.64355 1.26275 -3.21531 -0.01 0.02 -0.01 -0.072
C -2.61645 0.64590 -2.51747 0.02 -0.03 0.00 -0.142
N -1.73279 1.30749 -1.77875 0.00 0.01 0.03 0.095
H -2.11306 4.93893 -0.19278 -0.03 -0.03 -0.02 0.114
H 1.85150 4.99080 1.26604 0.00 -0.01 0.01 0.114
H 3.74642 4.19134 0.99602 0.00 0.01 -0.01 0.107
H 5.91939 3.03627 0.75791 0.00 0.00 0.00 0.104
H 6.01819 0.89088 -0.53416 0.00 0.00 0.00 0.102
H 3.88875 -0.01458 -1.46987 -0.01 0.00 0.00 0.104
H -2.91267 4.41386 -2.24837 0.01 0.00 0.00 0.112
H -4.55611 3.16526 -3.63288 0.00 0.00 0.00 0.103
H -4.33049 0.67339 -3.80723 0.00 0.00 0.01 0.098
H -2.49836 -0.43357 -2.54856 0.00 0.01 0.00 0.114
C -1.65313 -3.66926 1.99691 0.01 -0.01 0.01 -0.057
C -0.90954 -3.90048 0.72274 0.01 -0.02 0.02 -0.377
C -1.16594 -4.83269 -0.30140 -0.04 0.05 -0.02 -0.011
C -0.11367 -4.67861 -1.18217 -0.02 0.07 -0.09 -0.291
C 0.16206 -5.37498 -2.47322 0.01 -0.01 0.00 -0.029
N 0.69079 -3.71192 -0.69329 0.04 -0.02 0.11 0.018
N 0.20346 -3.22895 0.47412 0.01 -0.01 -0.02 0.090
B 2.10468 -3.33876 -1.21042 0.00 0.03 -0.03 -0.549
N 2.97345 -2.82794 -0.04821 -0.04 0.01 0.00 0.020
N 2.78681 -1.60243 0.49903 0.03 -0.02 -0.05 0.036
C 3.59978 -1.51487 1.53830 0.00 0.00 0.01 -0.353
C 3.63569 -0.28706 2.38892 0.01 0.01 0.00 -0.032
C 4.33769 -2.70602 1.67714 -0.01 0.01 0.01 0.004
C 3.90079 -3.51692 0.65037 -0.01 0.00 0.00 -0.286
C 4.31213 -4.91278 0.31455 0.00 0.00 0.01 -0.034
N 2.04639 -2.31503 -2.36599 0.03 -0.02 -0.07 0.021
N 1.38171 -1.13494 -2.27887 -0.05 -0.08 0.01 0.030
C 1.58031 -0.48988 -3.41992 0.01 0.06 0.01 -0.358
C 0.99295 0.86037 -3.67212 0.00 -0.03 0.00 -0.041
C 2.39337 -1.25893 -4.26977 -0.01 0.01 0.00 0.000
C 2.66832 -2.41049 -3.56074 0.01 0.01 0.00 -0.292
C 3.50415 -3.57733 -3.97631 0.00 0.00 0.00 -0.034
H -1.36749 -2.70179 2.40860 -0.01 0.02 0.02 0.052
H -1.40982 -4.43921 2.73386 -0.02 0.01 0.00 0.077
H -2.73540 -3.68353 1.85513 -0.02 0.01 0.01 0.057
H -1.99137 -5.52207 -0.38783 0.00 -0.01 0.01 0.098
H -0.65151 -6.06224 -2.70319 0.00 0.00 0.00 0.073
H 1.09356 -5.94297 -2.42856 0.00 0.00 0.00 0.072
H 0.25397 -4.66150 -3.29494 0.01 0.01 0.01 0.081
H 2.60692 -4.33572 -1.65760 0.04 -0.01 0.03 0.106
H 2.99927 0.49393 1.97431 -0.01 0.01 -0.01 0.041
H 4.65108 0.10549 2.47099 0.00 0.00 0.00 0.074
H 3.27681 -0.49868 3.39839 0.00 0.00 0.00 0.079
H 5.08017 -2.94465 2.42173 0.00 0.00 0.00 0.098
H 5.07464 -5.24375 1.01905 0.00 0.00 0.00 0.073
H 4.72072 -4.98193 -0.69477 0.00 0.00 0.00 0.071
H 3.46765 -5.60143 0.37230 0.00 0.00 0.00 0.081
H 0.84640 1.39928 -2.73648 0.00 -0.01 -0.03 0.024
H 0.02733 0.78226 -4.17823 0.00 -0.01 -0.01 0.071
H 1.65744 1.44485 -4.31051 0.00 0.01 0.00 0.077
H 2.73533 -1.00784 -5.26091 0.00 0.00 0.00 0.100
H 3.88551 -3.40189 -4.98194 0.00 0.00 0.00 0.074
H 2.93030 -4.50509 -3.98072 0.00 0.00 0.00 0.068
H 4.35315 -3.72349 -3.30699 0.00 0.00 0.00 0.077
O 0.49339 3.09372 4.38260 -0.08 -0.03 -0.01 0.129
C 0.12072 1.99900 3.71458 -0.07 0.05 -0.02 -0.490
O 0.75079 1.56314 2.78865 0.13 -0.03 0.01 0.030
C -1.13082 1.32708 4.25791 0.02 0.04 0.01 -0.265
N -1.98744 2.28287 4.95094 0.05 0.01 0.00 -0.010
C -2.88879 1.48864 5.79205 -0.03 -0.01 -0.02 -0.181
C -2.01610 0.32664 6.29206 0.01 0.00 0.02 -0.149
C -0.78517 0.31471 5.36231 0.01 0.00 -0.01 -0.104
H -1.62228 0.81940 3.42152 -0.02 0.01 -0.06 0.115
H -2.50487 2.85526 4.29151 -0.03 0.02 -0.02 0.106
H -0.24029 3.29566 5.00003 0.03 0.00 -0.01 0.109
H -3.73722 1.10214 5.21278 0.02 0.00 0.00 0.107
H -3.28379 2.10001 6.60324 -0.02 0.00 0.00 0.109
H -2.56659 -0.61202 6.24417 0.02 0.04 0.03 0.072
H -1.71473 0.47458 7.32846 0.01 0.02 0.00 0.104
H -0.56627 -0.66622 4.94326 0.01 0.00 -0.01 0.114
H 0.10329 0.64939 5.89938 0.00 -0.01 0.00 0.119
C -5.90501 -2.40263 4.89325 -0.02 0.00 -0.01 -0.094
C -6.56657 -2.12369 3.70429 0.01 0.00 0.02 -0.086
C -5.87726 -1.56832 2.63596 0.03 -0.08 -0.03 -0.110
C -4.51983 -1.27497 2.74178 0.01 -0.07 -0.06 -0.372
C -3.86418 -1.57309 3.93267 -0.04 0.04 0.01 -0.139
C -4.55010 -2.13015 5.00462 0.01 0.01 -0.03 -0.093
As -3.46076 -0.45396 1.29899 -0.06 0.10 0.05 1.350
C -4.10527 1.37640 1.56327 0.06 0.04 0.07 -0.379
C -5.42766 1.72191 1.83861 0.00 -0.06 0.10 -0.123
C -5.76295 3.02742 2.16571 -0.04 0.02 0.01 -0.086
C -4.77682 4.00265 2.24627 0.01 -0.05 -0.01 -0.068
C -3.45600 3.67616 1.97704 0.04 -0.01 -0.08 -0.078
C -3.12832 2.36985 1.62201 -0.07 0.00 -0.09 -0.131
C -4.53650 -1.09613 -0.20077 0.04 0.00 -0.02 -0.405
C -4.20983 -2.36858 -0.67023 0.00 0.01 -0.03 -0.112
C -4.89683 -2.92477 -1.73886 0.00 0.00 0.00 -0.082
C -5.91552 -2.21079 -2.35712 0.00 0.00 0.00 -0.097
C -6.23021 -0.93612 -1.91003 0.00 0.01 0.00 -0.100
C -5.53920 -0.37777 -0.84097 -0.01 0.02 0.02 -0.119
H -6.44251 -2.84041 5.72505 0.00 0.00 0.00 0.098
H -7.62220 -2.34576 3.60631 0.00 0.00 0.00 0.099
H -6.39952 -1.38490 1.70409 0.00 0.01 -0.01 0.094
H -2.80197 -1.37214 4.02438 0.01 -0.02 -0.02 0.078
H -4.02329 -2.35940 5.92309 -0.01 -0.01 0.00 0.097
H -6.20439 0.96740 1.83066 0.00 -0.02 -0.01 0.086
H -6.79642 3.27946 2.37233 0.00 -0.01 0.00 0.098
H -5.02613 5.02308 2.50886 -0.01 0.00 0.01 0.109
H -2.70248 4.45738 2.02322 0.05 0.06 -0.02 0.076
H -2.09739 2.12487 1.38026 0.02 -0.02 0.07 0.085
H -3.39243 -2.92185 -0.21906 -0.01 0.00 -0.01 0.075
H -4.62494 -3.91023 -2.09625 0.00 0.00 0.00 0.101
H -6.45168 -2.64158 -3.19362 0.00 0.00 0.00 0.097
H -7.00952 -0.36522 -2.40069 0.00 0.00 0.00 0.101
H -5.77105 0.63201 -0.52654 -0.01 0.00 0.03 0.092
```
Positions in Å, forces in eV/Å.

Output
**HOMO-LUMO gap**: 7.78 eV
**E_tot**: -5373.26414 hartree
**Max |F|**: 0.01956 Eh/bohr
**Highest occupied orbital energy**: -0.206 Eh
**Net charge**: -1
**Spin multiplicity**: 1